2 unconnected molecules or ions with the total composition C12H16N2O in a non-equilibrium geometry, computed with the ωB97M-V functional and the def2-TZVPD basis.

XYZ file:
```
31
C12H16N2O | OMol25 | the ωB97M-V functional and the def2-TZVPD basis
C -0.56491 -2.12427 0.49783
C -1.70437 -1.63310 -0.31636
C -2.90557 -2.21200 -0.53500
N -3.78179 -1.31412 -1.13774
C -3.03918 -0.19221 -1.50340
C -3.46594 0.89618 -2.24014
C -2.53463 1.92641 -2.37220
C -1.31499 1.91329 -1.68776
C -0.90790 0.77452 -1.01120
C -1.76413 -0.31960 -0.91488
H -0.80268 -2.88866 1.23933
H 0.07566 -1.32918 0.89450
H 0.17982 -2.64930 -0.11528
H -3.19597 -3.23451 -0.34264
H -4.47819 -1.65839 -1.78714
H -4.38568 1.04830 -2.78213
H -2.70509 2.69071 -3.11220
H -0.61186 2.70637 -1.87448
H 0.07023 0.81560 -0.53416
C 2.31516 0.04250 2.74693
C 3.61482 0.66096 2.27079
C 3.54507 1.40658 0.94880
N 3.39783 0.60035 -0.14590
O 3.75344 2.59916 0.85746
H 2.33678 -0.92462 3.23671
H 1.53712 0.02175 1.99435
H 1.96109 0.58995 3.62655
H 4.12262 1.33143 2.97317
H 4.44510 -0.06040 2.16307
H 3.47096 0.89978 -1.10133
H 3.33719 -0.38348 0.06445
```

SMILES string: Cc1c[nH]c2ccccc12.CCC(N)=O
multiplicity: 1
HOMO energy: -0.292 Eh
calculated total energy: -17731.3625 eV
orbital gap: 8.67 eV
relative energy (zero: lowest compared OMol25 entry of this formula, charge and spin): 0.7626 eV